DFT (ωB97M-V with the def2-TZVPD basis set) results for a 2-piece molecular cluster, C2H6N3 overall in a non-equilibrium geometry.

Cartesian coordinates (Å):
C1 -1.970 -0.111 -0.026
C2 0.440 0.429 -0.005
N1 -0.768 0.253 -0.266
N2 1.170 1.462 -0.052
N3 1.264 -1.423 -0.132
H1 -2.394 -0.171 0.911
H2 -2.657 -0.484 -0.812
H3 0.751 2.481 0.058
H4 2.162 1.373 0.241
H5 0.632 -1.835 -0.695
H6 1.370 -1.974 0.778

Computed properties:
- Total energy: -6630.74014 eV
- E_HOMO (alpha / beta): -14.7398 / -14.7391 eV
- HOMO-LUMO gap (alpha / beta): 8.912 / 8.912 eV
- Total charge: +1
- Energy above the lowest of the compared OMol25 structures with the same formula, charge and spin: 4.347 eV
- 2S+1: 1

---

DFT (ωB97M-V with the def2-TZVPD basis set) results for a 2-piece molecular cluster, C4H15N2O overall in a non-equilibrium geometry.

Cartesian coordinates (Å):
C1 -0.039 0.856 1.197
C2 0.013 1.129 -0.283
C3 -0.374 -0.050 -1.166
C4 -1.639 -0.801 -0.714
N1 -2.755 0.090 -0.566
N2 1.062 -0.087 1.580
H1 -0.972 0.375 1.449
H2 0.061 1.764 1.785
H3 -0.635 1.974 -0.489
H4 1.018 1.443 -0.581
H5 0.456 -0.743 -1.261
H6 -0.576 0.311 -2.178
H7 -1.824 -1.585 -1.446
H8 -1.461 -1.332 0.227
H9 -3.169 0.486 -1.390
H10 -3.387 0.036 0.208
H11 0.826 -1.042 1.288
H12 1.976 0.044 1.103
H13 1.254 -0.261 2.569
H14 2.997 -1.037 -1.107
H15 4.061 -0.707 -0.059
O1 3.106 -0.861 -0.163

Computed properties:
- Total energy: -9412.86100 eV
- E_HOMO: -12.1775 eV
- HOMO-LUMO gap: 8.950 eV
- Total charge: +1
- Energy above the lowest of the compared OMol25 structures with the same formula, charge and spin: 0.801 eV
- 2S+1: 1

---

DFT (ωB97M-V with the def2-TZVPD basis set) results for the molecule C6H12O in a non-equilibrium geometry.

Cartesian coordinates (Å):
C1 -0.633 2.486 0.240
C2 -1.084 1.027 0.221
C3 0.087 0.030 0.174
C4 -0.407 -1.427 0.252
C5 0.727 -2.452 0.242
C6 0.648 0.168 -1.177
O1 1.930 0.495 -1.230
H1 -1.494 3.160 0.308
H2 0.020 2.685 1.097
H3 -0.075 2.747 -0.667
H4 -1.682 0.806 1.111
H5 -1.732 0.851 -0.648
H6 0.815 0.238 0.968
H7 -1.086 -1.617 -0.589
H8 -0.999 -1.531 1.167
H9 0.338 -3.467 0.370
H10 1.439 -2.258 1.052
H11 1.286 -2.424 -0.702
H12 1.902 0.483 -2.186

Computed properties:
- Total energy: -8461.54050 eV
- E_HOMO: -8.3991 eV
- HOMO-LUMO gap: 9.462 eV
- Total charge: 0
- Energy above the lowest of the compared OMol25 structures with the same formula, charge and spin: 2.813 eV
- 2S+1: 1

---

DFT (ωB97M-V with the def2-TZVPD basis set) results for a 3-piece molecular cluster, C2HN2O6 overall in a non-equilibrium geometry.

Cartesian coordinates (Å):
C1 2.690 -0.315 0.049
C2 -0.991 -0.186 -0.119
N1 -0.288 -1.153 0.045
N2 -2.360 -0.003 -0.023
O1 2.420 0.334 0.961
O2 3.209 -0.830 -0.842
O3 0.861 -1.594 0.049
O4 -2.955 0.616 -0.877
O5 -2.905 -0.519 0.953
O6 -0.250 1.899 -0.335
H1 0.569 1.751 0.139

Computed properties:
- Total energy: -17349.85284 eV
- E_HOMO (alpha / beta): -4.3509 / -4.3570 eV
- HOMO-LUMO gap (alpha / beta): 7.215 / 7.221 eV
- Total charge: -1
- Energy above the lowest of the compared OMol25 structures with the same formula, charge and spin: 3.825 eV
- 2S+1: 1

---

DFT (ωB97M-V with the def2-TZVPD basis set) results for the molecule C3H9NS.

Cartesian coordinates (Å):
C1 -1.567 0.885 -1.380
N1 -0.209 0.428 -1.664
C2 0.692 -0.033 -0.634
S1 -0.109 -0.129 0.982
C3 1.144 -1.189 1.763
H1 -2.117 0.092 -0.883
H2 -2.057 1.052 -2.346
H3 -1.620 1.821 -0.819
H4 0.229 0.887 -2.443
H5 1.175 -0.961 -0.959
H6 1.541 0.643 -0.476
H7 2.032 -0.582 1.925
H8 0.747 -1.462 2.731
H9 1.245 -2.083 1.154

Computed properties:
- Total energy: -15581.40116 eV
- E_HOMO: -8.0605 eV
- HOMO-LUMO gap: 9.082 eV
- Total charge: 0
- SMILES string: CNCSC
- Energy above the lowest of the compared OMol25 structures with the same formula, charge and spin: 0.929 eV
- 2S+1: 1

---

DFT (ωB97M-V with the def2-TZVPD basis set) results for a 7-piece molecular cluster, C8H32BFN14O11S overall in a non-equilibrium geometry.

Cartesian coordinates (Å):
C1 2.808 -1.634 1.508
N1 2.029 -0.383 1.466
C2 1.312 -0.212 0.201
N2 0.302 -1.240 -0.046
O1 -0.298 -1.709 1.132
B1 -1.662 -1.324 1.113
O2 -2.092 -0.195 0.522
O3 -2.532 -2.119 1.788
S1 0.788 -2.485 -1.074
O4 -0.087 -2.479 -2.169
O5 2.160 -2.449 -1.418
F1 0.541 -3.780 -0.261
H1 2.115 -2.445 1.704
H2 3.431 -1.810 0.631
H3 3.458 -1.581 2.374
H4 2.718 0.363 1.444
H5 0.753 0.717 0.304
H6 1.967 -0.069 -0.655
H7 -2.005 -0.238 -0.449
H8 -2.315 -3.056 1.688
N3 4.490 -5.760 4.165
C3 3.963 -4.812 3.333
N4 4.017 -5.108 2.001
O6 3.477 -3.772 3.746
H9 4.893 -6.619 3.844
H10 4.465 -5.572 5.149
H11 3.637 -4.433 1.363
H12 4.410 -5.954 1.635
N5 2.731 -2.007 8.104
C4 2.206 -1.066 7.254
N6 2.271 -1.386 5.930
O7 1.722 -0.025 7.661
H13 3.134 -2.870 7.794
H14 2.700 -1.806 9.085
H15 1.896 -0.721 5.278
H16 2.668 -2.240 5.577
N7 -4.441 0.315 -2.879
C5 -3.607 1.245 -2.359
N8 -4.170 2.471 -2.172
O8 -2.430 1.009 -2.075
H17 -5.406 0.521 -3.102
H18 -4.071 -0.603 -3.038
H19 -3.595 3.202 -1.788
H20 -5.125 2.671 -2.407
N9 -0.700 3.330 -2.848
C6 -0.581 4.685 -2.754
N10 0.612 5.190 -3.176
O9 -1.486 5.387 -2.318
H21 0.022 2.731 -3.198
H22 -1.564 2.918 -2.544
H23 0.736 6.182 -3.117
H24 1.365 4.624 -3.531
N11 -9.346 1.219 -2.929
C7 -8.125 1.374 -2.348
N12 -8.131 1.600 -1.006
O10 -7.085 1.315 -2.994
H25 -10.210 1.263 -2.424
H26 -9.366 1.052 -3.918
H27 -7.242 1.715 -0.554
H28 -8.967 1.653 -0.456
N13 4.099 2.095 -3.891
C8 4.226 3.451 -3.789
N14 5.420 3.961 -4.207
O11 3.333 4.162 -3.353
H29 4.819 1.495 -4.245
H30 3.232 1.690 -3.591
H31 5.542 4.954 -4.144
H32 6.168 3.400 -4.568

Computed properties:
- Total energy: -66435.94864 eV
- E_HOMO: -8.9478 eV
- HOMO-LUMO gap: 9.268 eV
- Total charge: 0
- SMILES string: CNCN(OB(O)O)S(=O)(=O)F.NC(N)=O.NC(N)=O.NC(N)=O.NC(N)=O.NC(N)=O.NC(N)=O
- 2S+1: 1

---

DFT (ωB97M-V with the def2-TZVPD basis set) results for the molecule C9H11NO4 in a non-equilibrium geometry.

Cartesian coordinates (Å):
C1 -2.593 1.127 -1.998
C2 -2.325 1.586 -0.692
C3 -1.934 0.001 -2.423
C4 -1.309 1.065 0.005
C5 -0.867 -0.562 -1.733
C6 -0.542 0.002 -0.481
C7 0.359 -0.623 2.742
C8 1.209 -0.089 1.589
C9 0.721 -0.601 0.222
N1 2.424 0.500 -1.956
O1 1.889 -0.061 -0.650
O2 3.542 0.783 -1.763
O3 2.471 -0.605 1.822
O4 0.764 -1.993 0.250
H1 -3.363 1.627 -2.619
H2 -3.028 2.255 -0.250
H3 -2.209 -0.297 -3.488
H4 -1.193 1.554 0.910
H5 -0.441 -1.565 -2.007
H6 -0.776 -0.424 2.585
H7 0.461 -1.720 2.739
H8 0.964 -0.351 3.626
H9 1.272 0.953 1.590
H10 3.044 -0.405 0.999
H11 1.460 -2.158 0.981

Computed properties:
- Total energy: -19184.11024 eV
- E_HOMO (alpha / beta): -7.9124 / -9.4300 eV
- HOMO-LUMO gap (alpha / beta): 8.678 / 6.759 eV
- Total charge: 0
- Energy above the lowest of the compared OMol25 structures with the same formula, charge and spin: 0.000 eV
- 2S+1: 3